Density functional theory data (ωB97M-V/def2-TZVPD) for a cluster of 3 separate species, C44H46B3N3O8S2 in total in a non-equilibrium geometry.

2S+1	1
orbital gap	7.961	eV
lowest unoccupied orbital energy	-1.082	eV
E_HOMO	-9.0	eV
maximum force	1.5	eV/Å
M	841.43	g/mol
E_tot	-90932.048	eV
SMILES string	COCCCCCCCB1OB(CN)OB(CCCSC(=S)n2ccnc2)O1.O=C1c2ccccc2C(=O)c2ccccc21.O=C1c2ccccc2C(=O)c2ccccc21

Bonds (Å) are listed after each position.
Atoms and positions in Å:
1 C 5.1037 -4.6230 2.8402  O2 1.418, H29 1.091, H30 1.090, H31 1.086
2 O 4.0600 -4.1512 3.6757  C1 1.418, C3 1.409
3 C 3.5765 -2.8814 3.3032  O2 1.409, C4 1.534, H32 1.088, H33 1.093
4 C 2.6616 -2.9198 2.0727  C3 1.534, C5 1.544, H34 1.091, H35 1.089
5 C 1.4291 -2.0175 2.2948  C4 1.544, C6 1.525, H36 1.093, H37 1.086
6 C 0.3526 -2.6785 3.1491  C5 1.525, C7 1.549, H38 1.091, H39 1.087
7 C -0.6661 -3.5698 2.3957  C6 1.549, C8 1.532, H40 1.087, H41 1.090
8 C -0.6734 -3.4981 0.8657  C7 1.532, C9 1.546, H42 1.091, H43 1.088
9 C -1.7040 -2.5323 0.2380  C8 1.546, B10 1.574, H44 1.089, H45 1.092
10 B -1.5430 -1.0051 0.5840  C9 1.574, O11 1.388, O28 1.401
11 O -1.4035 -0.4704 1.8569  B10 1.388, B12 1.391
12 B -0.7146 0.7336 1.9658  O11 1.391, C13 1.575, O15 1.384
13 C -0.4073 1.3270 3.3921  B12 1.575, N14 1.487, H46 1.091, H47 1.088
14 N 1.0703 1.4840 3.4565  C13 1.487, H48 1.008, H49 1.007
15 O -0.2415 1.4006 0.8489  B12 1.384, B16 1.385
16 B -0.4007 0.7230 -0.3484  O15 1.385, C17 1.568, O28 1.389
17 C 0.7132 0.7736 -1.4506  B16 1.568, C18 1.545, H50 1.088, H51 1.087
18 C 1.8586 -0.0825 -0.8659  C17 1.545, C19 1.526, H52 1.089, H53 1.092
19 C 3.2207 0.0624 -1.5385  C18 1.526, S20 1.816, H54 1.088, H55 1.086
20 S 4.3222 1.2190 -0.6734  C19 1.816, C21 1.777
21 C 5.2448 0.1549 0.4095  S20 1.777, S22 1.615, N23 1.391
22 S 6.1804 -1.0467 -0.1293  C21 1.615
23 N 5.1478 0.5020 1.7535  C21 1.391, C24 1.392, C27 1.391
24 C 6.1357 0.3604 2.7245  N23 1.392, C25 1.384, H56 1.072
25 C 5.5733 0.8561 3.8879  C24 1.384, N26 1.381, H57 1.075
26 N 4.2816 1.2901 3.6658  C25 1.381, C27 1.314
27 C 4.0515 1.0721 2.3911  N23 1.391, N26 1.314, H58 1.075
28 O -1.5272 -0.0801 -0.4676  B10 1.401, B16 1.389
29 H 5.5734 -3.8083 2.2864  C1 1.091
30 H 4.7128 -5.3419 2.1195  C1 1.090
31 H 5.8540 -5.0890 3.4728  C1 1.086
32 H 3.0182 -2.4796 4.1462  C3 1.088
33 H 4.4022 -2.1921 3.1098  C3 1.093
34 H 3.1706 -2.5309 1.1899  C4 1.091
35 H 2.3042 -3.9345 1.9046  C4 1.089
36 H 1.7848 -1.1320 2.8277  C5 1.093
37 H 1.0637 -1.6580 1.3371  C5 1.086
38 H 0.8616 -3.3060 3.8825  C6 1.091
39 H -0.1542 -1.9149 3.7333  C6 1.087
40 H -0.5394 -4.6053 2.7024  C7 1.087
41 H -1.6644 -3.2941 2.7370  C7 1.090
42 H -0.9792 -4.4843 0.5137  C8 1.091
43 H 0.3068 -3.3295 0.4261  C8 1.088
44 H -2.7122 -2.9032 0.4171  C9 1.089
45 H -1.5532 -2.6100 -0.8407  C9 1.092
46 H -0.9308 2.2668 3.5720  C13 1.091
47 H -0.7283 0.6144 4.1496  C13 1.088
48 H 1.4629 1.0043 4.2510  N14 1.008
49 H 1.3439 2.4534 3.4758  N14 1.007
50 H 0.3185 0.3055 -2.3496  C17 1.088
51 H 1.0238 1.7963 -1.6472  C17 1.087
52 H 1.9327 0.1456 0.1960  C18 1.089
53 H 1.5613 -1.1295 -0.9508  C18 1.092
54 H 3.7040 -0.9124 -1.5431  C19 1.088
55 H 3.1642 0.3854 -2.5741  C19 1.086
56 H 7.0984 -0.0606 2.5132  C24 1.072
57 H 6.0321 0.9049 4.8591  C25 1.075
58 H 3.1129 1.3107 1.9245  C27 1.075
59 C 3.6469 3.4601 -9.8533  C60 1.391, C64 1.384, H75 1.082
60 C 4.2649 4.7061 -9.8629  C59 1.391, C61 1.384, H76 1.082
61 C 4.4355 5.4070 -8.6814  C60 1.384, C62 1.389, H77 1.081
62 C 3.9791 4.8696 -7.4847  C61 1.389, C63 1.397, C73 1.491
63 C 3.3396 3.6279 -7.4783  C62 1.397, C64 1.389, C65 1.490
64 C 3.1848 2.9221 -8.6646  C59 1.384, C63 1.389, H78 1.081
65 C 2.8018 3.0495 -6.2149  C63 1.490, O66 1.213, C67 1.490
66 O 2.2520 1.9680 -6.2046  C65 1.213
67 C 2.9542 3.8424 -4.9623  C65 1.490, C68 1.389, C72 1.396
68 C 2.4140 3.3487 -3.7822  C67 1.389, C69 1.384, H79 1.082
69 C 2.5567 4.0614 -2.6049  C68 1.384, C70 1.391, H80 1.082
70 C 3.2475 5.2690 -2.5978  C69 1.391, C71 1.384, H81 1.082
71 C 3.7825 5.7691 -3.7724  C70 1.384, C72 1.390, H82 1.081
72 C 3.6314 5.0627 -4.9597  C67 1.396, C71 1.390, C73 1.491
73 C 4.1885 5.6318 -6.2205  C62 1.491, C72 1.491, O74 1.212
74 O 4.7897 6.6846 -6.2178  C73 1.212
75 H 3.5224 2.9109 -10.7770  C59 1.082
76 H 4.6154 5.1291 -10.7949  C60 1.082
77 H 4.9199 6.3734 -8.6803  C61 1.081
78 H 2.6991 1.9564 -8.6500  C64 1.081
79 H 1.8808 2.4077 -3.7949  C68 1.082
80 H 2.1334 3.6781 -1.6856  C69 1.082
81 H 3.3646 5.8201 -1.6742  C70 1.082
82 H 4.3170 6.7086 -3.7768  C71 1.081
83 C -11.3801 -3.3388 2.5344  C84 1.391, C88 1.384, H99 1.082
84 C -11.4209 -2.5307 3.6659  C83 1.391, C85 1.384, H100 1.082
85 C -10.3624 -1.6874 3.9564  C84 1.384, C86 1.389, H101 1.081
86 C -9.2524 -1.6556 3.1220  C85 1.389, C87 1.396, C97 1.491
87 C -9.2025 -2.4823 1.9975  C86 1.396, C88 1.389, C89 1.491
88 C -10.2740 -3.3155 1.7025  C83 1.384, C87 1.389, H102 1.081
89 C -8.0045 -2.4992 1.1104  C87 1.491, O90 1.213, C91 1.491
90 O -7.9624 -3.2127 0.1307  C89 1.213
91 C -6.8565 -1.6183 1.4683  C89 1.491, C92 1.389, C96 1.396
92 C -5.7076 -1.6545 0.6883  C91 1.389, C93 1.384, H103 1.082
93 C -4.6355 -0.8360 0.9977  C92 1.384, C94 1.391, H104 1.086
94 C -4.7085 0.0310 2.0824  C93 1.391, C95 1.384, H105 1.081
95 C -5.8493 0.0687 2.8652  C94 1.384, C96 1.389, H106 1.081
96 C -6.9234 -0.7607 2.5675  C91 1.396, C95 1.389, C97 1.491
97 C -8.1301 -0.7280 3.4424  C86 1.491, C96 1.491, O98 1.213
98 O -8.1952 0.0273 4.3889  C97 1.213
99 H -12.2124 -3.9909 2.3052  C83 1.082
100 H -12.2819 -2.5590 4.3203  C84 1.082
101 H -10.3890 -1.0526 4.8310  C85 1.081
102 H -10.2331 -3.9441 0.8240  C88 1.081
103 H -5.6590 -2.3280 -0.1566  C92 1.082
104 H -3.7440 -0.8818 0.3795  C93 1.086
105 H -3.8724 0.6741 2.3195  C94 1.081
106 H -5.9120 0.7368 3.7127  C95 1.081

Löwdin atomic charge list, values in e, 8 entries:
1. C -0.099
2. O -0.182
3. C -0.232
4. C -0.149
5. C -0.212
6. C -0.170
7. C -0.165
8. C -0.196